No. 1
{"formula": "C21H23BFNO2OsSi", "method": "wB97M-V/def2-TZVPD", "elements": ["H", "H", "H", "Si", "C", "C", "O", "C", "H", "H", "C", "C", "H", "C", "H", "C", "H", "C", "C", "H", "H", "C", "F", "H", "C", "C", "C", "H", "C", "H", "H", "H", "H", "H", "B", "C", "H", "C", "C", "Os", "C", "C", "O", "H", "C", "H", "H", "N", "H", "H", "C"], "xyz": [[-0.88030, -1.61393, -3.91145], [-3.05027, -3.18836, -0.15082], [2.88305, -2.34198, -1.98307], [-1.88757, -1.66685, -1.67689], [1.68988, 4.46280, 0.18587], [-3.56970, -1.35539, -2.32578], [2.48398, 1.07455, 1.03495], [-1.89894, 0.69388, 0.04881], [4.53120, 5.11611, 1.93395], [-3.57687, -0.79232, -3.26114], [-3.16197, 2.45085, 1.75869], [-1.61235, 0.76125, 1.40712], [-4.02520, -2.33154, -2.51897], [-1.99488, -3.01453, -0.37899], [0.60977, -5.05562, 0.44364], [1.30510, -3.27333, 1.43681], [2.27888, -1.50402, 2.19366], [2.57776, -1.73877, 0.05694], [2.73264, 5.17134, 0.77903], [-1.58060, -3.94837, -0.76802], [-4.19984, -0.83847, -1.59805], [1.72740, 3.10128, 0.35390], [-0.63794, -0.18578, 1.81555], [-0.34015, -3.03611, -3.01789], [1.70828, -3.79523, -0.89198], [-3.49216, 2.42632, 0.40308], [-2.88540, 1.53263, -0.46270], [-1.52143, -2.81814, 0.58603], [1.14865, -4.12333, 0.32843], [0.90860, 4.95106, -0.38057], [0.89421, -3.55617, 2.39860], [-3.12910, 1.50687, -1.51712], [3.24251, -0.88727, -0.00603], [1.62104, -4.47488, -1.73052], [1.32517, 0.95515, 0.30134], [3.74064, 4.52735, 1.48995], [-3.66318, 3.14901, 2.41572], [-0.55728, -1.96961, -2.92876], [-2.20665, 1.59146, 2.30248], [0.39985, -0.88370, 0.11406], [2.02087, -2.08594, 1.31837], [2.72237, 2.46486, 1.05190], [0.81804, 2.14360, -0.13957], [2.76133, 6.24778, 0.68040], [2.42302, -2.59763, -1.03617], [4.54248, 2.63252, 2.18682], [-1.95966, 1.57947, 3.35601], [-1.16661, -0.27423, -0.64977], [-4.23734, 3.11253, 0.02583], [0.37901, -1.44325, -2.71585], [3.75964, 3.14210, 1.64217]], "multiplicity": 1, "total_energy_ev": -41459.03672, "charge": 2}

---

No. 2
{"formula": "C21H23BeFN3SSi", "method": "wB97M-V/def2-TZVPD", "elements": ["H", "C", "H", "H", "Be", "C", "H", "C", "F", "C", "H", "N", "C", "H", "C", "C", "C", "C", "H", "H", "C", "C", "C", "C", "H", "H", "C", "C", "C", "H", "H", "N", "H", "Si", "H", "H", "C", "N", "C", "H", "H", "C", "C", "H", "S", "H", "H", "H", "H", "C", "H"], "xyz": [[-2.39037, 0.35586, 1.74801], [-1.89932, 3.10168, 0.05983], [-3.86174, 0.56707, 0.80912], [-2.80179, -0.79901, 0.47093], [0.24458, -0.67755, 0.16130], [0.78651, -1.95945, -4.87804], [-0.55385, -0.54362, -2.25033], [0.74316, 1.24139, -1.31610], [1.97759, -0.42923, -0.27197], [0.29231, -0.80302, 3.00826], [0.79453, 1.20956, 4.66353], [0.27209, -0.74847, 1.86400], [0.04802, -2.09958, 5.04924], [1.12147, -4.32429, -2.45701], [0.31217, -0.87693, 4.42783], [0.06661, -2.16124, 6.42990], [0.59379, 0.27419, 5.16748], [1.13257, -3.17149, -4.26933], [3.95855, 2.40786, -3.21968], [-1.37288, 3.20238, 1.01150], [0.84473, -3.40112, -2.94339], [0.19067, -2.42177, -2.18886], [-2.77019, 1.16316, -2.16213], [1.99784, 0.65461, -1.17481], [1.64096, -3.93461, -4.84362], [-2.92233, 3.45328, 0.20979], [3.15626, 1.00592, -1.80477], [0.60857, 0.19152, 6.54702], [0.34616, -1.02100, 7.17275], [0.35934, -1.07790, 8.25281], [-2.90944, 0.12050, -2.46164], [-0.14796, -1.28322, -2.83227], [4.07824, 0.47623, -1.61012], [-1.91003, 1.31588, -0.49561], [-0.22650, 2.82884, -2.40376], [-0.16788, -2.97698, 4.45539], [0.14697, -1.02045, -4.12110], [-0.28973, 0.65596, -0.60467], [0.70368, 2.30769, -2.22229], [-3.77072, 1.59833, -2.09842], [-2.24895, 1.68687, -2.96695], [-2.81669, 0.25774, 0.74811], [1.85685, 2.70995, -2.88761], [1.01839, -1.75597, -5.91190], [-0.21548, -2.61931, -0.51963], [-0.15348, -0.04890, -4.48484], [-0.13650, -3.09843, 6.92865], [0.82431, 1.07175, 7.13610], [-1.42290, 3.77623, -0.65131], [3.07526, 2.07602, -2.69390], [1.79654, 3.54311, -3.57545]], "multiplicity": 1, "total_energy_ev": -48451.99229, "charge": 1}

---

No. 3
{"formula": "C21H23Br51F3O4V", "method": "wB97M-V/def2-TZVPD", "elements": ["Br", "C", "Br", "Br", "H", "C", "Br", "Br", "H", "O", "C", "C", "H", "Br", "H", "Br", "C", "Br", "C", "Br", "H", "Br", "O", "Br", "H", "F", "C", "Br", "H", "Br", "Br", "H", "H", "C", "Br", "Br", "H", "H", "H", "O", "Br", "Br", "H", "Br", "V", "Br", "Br", "C", "Br", "Br", "C", "H", "H", "Br", "H", "Br", "Br", "H", "Br", "H", "Br", "Br", "C", "Br", "Br", "Br", "C", "H", "C", "C", "Br", "F", "Br", "C", "F", "Br", "O", "C", "Br", "Br", "Br", "C", "Br", "C", "H", "Br", "Br", "C", "Br", "Br", "Br", "Br", "Br", "Br", "C", "H", "C", "Br", "Br", "Br", "H", "Br", "H"], "xyz": [[-1.99651, 4.63120, 0.06231], [1.13671, 2.46865, 1.15175], [-5.23007, -3.00216, -0.82332], [-2.86717, 5.12551, 4.81421], [-1.31615, 6.07826, -1.81361], [-0.18937, -1.84598, -6.78881], [2.96693, -5.47620, 2.79073], [0.46804, 4.29191, -2.02004], [0.17934, -0.01789, -1.95380], [1.22220, 0.60421, -0.41953], [-1.30814, 4.98998, -1.75303], [2.68325, -3.73215, 1.85799], [-3.16828, -0.39396, 1.82945], [-0.73166, 1.72765, -5.16640], [0.48860, 2.95292, 1.88219], [4.97386, -2.09626, -2.52744], [1.22785, 1.89782, -5.70375], [-4.93818, 5.35345, 7.36402], [-0.51076, -1.30950, -0.25737], [0.66140, -1.55780, -5.07001], [-0.24501, 0.90816, 1.09738], [-2.53881, 4.32984, -3.20328], [3.91529, 1.58019, -1.35186], [-5.57425, 0.14979, 2.45639], [1.99058, 2.02726, 1.66575], [-0.15420, -1.62815, 1.00219], [-0.63995, 1.52787, 5.84706], [1.19276, -2.12018, -8.13219], [-1.71716, 1.40177, 5.73836], [-4.13283, -7.28756, -5.33576], [2.17180, -4.95229, -3.03485], [-3.75016, 3.36416, 6.34703], [-3.75225, -7.23107, -2.88342], [5.35928, 3.47063, 3.39177], [-2.82540, 1.91922, 2.77201], [4.39161, -5.61151, -5.35516], [1.66871, -3.64408, 1.46934], [-3.01202, -3.34926, 0.12128], [-0.76174, -0.93726, -6.97513], [1.77232, -1.25348, -1.43899], [6.57396, 4.31473, 4.80588], [2.26345, 1.94977, -4.02768], [2.72538, -7.17667, -4.13273], [4.31261, -2.09984, -5.69671], [3.38945, 0.15492, -0.76360], [0.30046, 1.05954, 4.18199], [-5.72287, 3.67624, 4.81812], [-3.92462, -1.14943, -4.55838], [6.87853, -0.28411, -4.40746], [1.64913, 3.51343, -6.90156], [-4.07230, -1.41171, 5.57787], [1.51772, 1.01504, -6.27364], [-0.23306, 1.96678, -0.33381], [5.95441, 6.82370, 0.77655], [5.17716, 7.37569, -1.66617], [-1.39283, -3.40200, -6.83266], [-1.61079, -6.00503, -3.60247], [6.39084, -2.80508, -4.42487], [-0.42227, -4.00849, 5.90332], [-0.63800, -5.18807, 3.54805], [4.53047, 1.81580, 4.18559], [-3.34478, -2.92246, -3.90868], [2.62477, -6.16906, -4.53608], [-4.43574, -2.88478, 6.82535], [-4.01154, 1.24581, -0.04972], [-0.24745, 3.38628, 6.45716], [-3.95887, -3.83723, 0.35245], [1.66238, 3.20893, 0.54862], [-2.99989, -7.40510, -3.65268], [0.39003, 1.44178, 0.39023], [0.53277, 6.09736, 3.08137], [-0.67346, -2.50931, -0.82993], [-0.25000, 0.15262, 7.23220], [-1.01262, -5.42038, 4.54494], [-1.77606, -0.80232, -0.32382], [6.18383, 5.16329, -2.11481], [4.23008, -0.25100, 0.50148], [5.74597, -1.92827, -4.36594], [3.87198, 4.74060, 2.94451], [-2.17102, -9.14216, -3.31055], [-4.28888, 0.24222, 6.56324], [-0.21651, 7.83153, 2.61006], [1.11092, -6.13728, -5.93924], [-4.22194, 4.24002, 5.90164], [-4.79936, -1.53205, 4.77474], [3.82441, -3.71178, 0.20592], [-2.24929, -1.50940, 4.78039], [0.59865, -0.51982, -1.08183], [-0.28917, -7.22517, 4.98283], [-3.03657, -5.50523, 4.41400], [3.23189, 5.85671, -0.79108], [3.04437, -2.07698, 2.98698], [0.44021, 8.36062, 0.79086], [-3.67696, -5.75964, 0.03610], [-3.76870, 0.51147, 1.74125], [-1.28771, 7.73917, 2.43091], [5.18715, 6.47138, -1.05772], [-5.84368, -1.09684, -4.93878], [0.14317, 9.14797, 4.07152], [-3.28819, 0.20705, -3.34422], [5.91554, 3.27010, 2.47610], [-4.29162, -3.42965, 2.25111], [-3.35544, -1.02792, -5.47999]], "multiplicity": 1, "total_energy_ev": -3636338.88222}

---

No. 4
{"formula": "C21H23ClN2O3", "method": "wB97M-V/def2-TZVPD", "elements": ["H", "C", "C", "H", "H", "H", "H", "H", "C", "H", "C", "C", "O", "O", "C", "H", "H", "C", "N", "C", "C", "H", "H", "H", "C", "C", "Cl", "C", "C", "H", "H", "C", "C", "C", "C", "H", "C", "O", "H", "H", "N", "H", "H", "H", "H", "C", "H", "C", "C", "H"], "xyz": [[-6.96674, -1.18842, 0.79986], [1.27691, -3.39482, 0.23051], [3.16575, -2.72188, 2.37697], [3.66378, 3.48520, -3.22142], [1.54563, -5.37726, 0.96779], [0.27784, 4.75495, -2.53938], [-3.19385, -0.61026, 2.36999], [-0.97345, 0.88970, 2.78477], [2.62293, -1.73995, 1.47735], [-0.48201, 3.01193, -0.03460], [-6.09803, -0.91627, 0.27799], [3.06191, 2.82341, -2.63251], [-1.50601, -2.17282, -0.62950], [-5.16730, -0.14532, 1.10154], [-0.80472, -1.35222, 0.03438], [4.65545, 1.55612, -2.17927], [-1.35940, 1.87023, -1.27208], [-0.52108, 2.65153, -1.08030], [-1.37790, -0.61613, 1.06411], [-2.83722, -0.91243, 1.39230], [1.61669, 1.15825, -0.94458], [-0.86025, 3.37635, -1.71033], [3.82671, -2.34775, 3.12783], [-5.66363, -1.83634, -0.13540], [2.64267, -3.99357, 2.17212], [2.92381, 0.89022, -1.13364], [3.17285, -5.19438, 3.27100], [1.53442, -2.03096, 0.47570], [3.64116, 1.70842, -1.99414], [0.48836, -3.62104, -0.46264], [-3.72357, -0.26585, -0.45488], [0.68347, -1.01596, -0.24053], [-0.52790, 0.13230, 2.07977], [0.90797, 2.24155, -1.49512], [0.73477, 0.77093, 1.39476], [0.55954, 3.81380, -3.90466], [1.13264, 4.26069, -3.09343], [1.14834, 1.84240, 1.67331], [-6.28872, -0.24486, -0.58862], [2.98661, -0.77073, 1.75506], [0.95324, 0.40207, 0.00736], [1.85866, 4.89230, -3.54294], [-3.39154, 0.96491, 0.74693], [3.34224, 0.09415, -0.53228], [-3.10450, -1.95687, 1.34899], [1.81741, -4.34740, 1.12967], [0.81282, -1.22284, -1.30459], [-3.81772, -0.05576, 0.63937], [1.75332, 3.09334, -2.38065], [-0.14235, -0.63269, 2.80802]], "smiles": "COCCN1CC(=O)N(c2cccc(C)c2C)[C@@H](c2ccc(Cl)cc2)C1=O", "multiplicity": 1, "total_energy_ev": -43792.62042}